ORCA calculation (ωB97M-V with the def2-TZVPD basis set) on 2 unconnected molecules or ions with the total composition C5H11NO at a distorted geometry.

ORCA input file:
```
! RIJCOSX wB97M-V def2-TZVPD def2/J DEFGRID3
* xyz -1 2
N 1.45 -0.06 -0.34
C 0.24 0.13 0.30
C -0.02 -0.29 1.57
C 1.01 -1.28 2.10
C 0.86 -2.57 1.78
C -0.82 0.70 -0.58
H 1.40 -0.08 -1.34
H 2.24 -0.35 0.21
H -0.80 0.11 2.19
H 1.96 -0.89 2.47
H 1.57 -3.33 1.43
H -0.12 -3.03 1.67
H -1.15 0.01 -1.39
H -1.78 0.80 -0.07
H -0.43 1.57 -1.12
H -1.16 3.14 -2.89
H -2.43 2.37 -2.70
O -2.04 3.05 -3.29
*
```

Calculated values
Energy relative to the best compared isomer or geometry (same formula, charge and spin) in eV: 2.505
LUMO level (spin up / spin down) in eV: 3.8 / 3.6
<S²>: 0.750